{"formula": "C30H31BCoN9O6S", "method": "the ωB97M-V functional and the def2-TZVPD basis", "spin_multiplicity": 2, "homo_ev": [-11.2, -11.2], "mol_weight_g_mol": 715.447, "e_tot_ev": -106445.2810, "s2": 0.79, "total_charge": 1, "elements": ["Co", "S", "O", "O", "O", "O", "O", "O", "N", "N", "N", "N", "N", "N", "N", "N", "N", "C", "C", "C", "C", "C", "C", "C", "C", "C", "C", "C", "C", "C", "C", "C", "C", "C", "C", "C", "C", "C", "C", "C", "C", "C", "C", "C", "C", "C", "C", "B", "H", "H", "H", "H", "H", "H", "H", "H", "H", "H", "H", "H", "H", "H", "H", "H", "H", "H", "H", "H", "H", "H", "H", "H", "H", "H", "H", "H", "H", "H", "H"], "xyz": [[-0.19544, -0.02874, 0.24255], [-1.71749, 1.71935, -5.00621], [0.31918, 0.91487, -1.29365], [-0.29542, -1.57074, -0.93321], [-2.98515, 1.77844, -4.33659], [1.55806, -0.51492, 0.80726], [-1.34557, 2.65306, -6.02618], [2.08512, -0.26827, -2.02924], [-1.77961, -0.25808, 2.63144], [-0.92110, -0.90600, 1.80979], [-0.99853, 2.00054, 2.02947], [-3.31139, 1.80197, 3.01201], [-1.97917, 0.39537, -0.20395], [-0.59346, 1.78146, -3.85741], [-0.03379, 1.56907, 1.20332], [-2.80008, 0.94742, 0.70361], [-3.84799, 1.23596, 4.12021], [-2.15873, -2.21748, -5.75769], [-2.00791, -1.01103, 3.71848], [-2.64618, 0.25436, -1.34539], [-0.60564, -2.05927, 2.39352], [0.95577, 2.45576, 1.21163], [-2.27416, -0.96260, -5.18693], [-1.37729, -2.42126, -6.89701], [4.06371, -2.99507, 1.29407], [-0.72375, -1.33003, -7.45403], [1.80997, -2.55729, -0.38840], [0.63680, -2.30328, -1.27182], [-4.73102, 2.10395, 4.57252], [1.67541, 1.91012, -2.93173], [-0.61805, 3.16432, 2.57497], [2.18750, -1.58210, 0.62785], [-4.78970, 3.25705, 3.76484], [-4.00434, 1.14305, 0.13897], [-1.28160, -3.78813, -7.51873], [-1.60118, 0.11320, -5.75385], [-3.86926, 3.02312, 2.77988], [3.68522, -3.91657, 0.30675], [2.56788, -3.68234, -0.52741], [0.56208, -3.00432, -2.58437], [1.38872, 0.74056, -2.01930], [-0.83593, -0.06198, -6.89397], [0.62915, 3.49464, 2.07857], [3.34422, -1.84768, 1.46020], [-1.27427, -2.17722, 3.60567], [-3.94669, 0.72304, -1.17480], [0.82355, 1.87450, -4.19553], [-2.28045, 1.13426, 2.15406], [4.26135, -4.82176, 0.17291], [-3.56865, 3.62714, 1.93804], [-1.25190, 3.67311, 3.28138], [-1.24237, -2.99794, 4.29915], [-4.73047, 0.75891, -1.90981], [2.31869, -4.41348, -1.28440], [1.50438, -2.87266, -3.11705], [1.14069, 1.02984, -4.81764], [0.39004, -4.07359, -2.44073], [-2.68377, -0.65762, 4.47637], [-0.13169, -1.46518, -8.35087], [-2.91940, -0.79780, -4.33133], [-4.81825, 1.55962, 0.70745], [-2.23532, -4.07680, -7.96347], [2.72126, 1.85872, -3.22722], [-2.70037, -3.05361, -5.32879], [-5.41437, 4.12411, 3.88715], [-0.34556, 0.79116, -7.34272], [1.21750, 4.36311, 2.31362], [-0.86646, 1.51254, -2.91820], [1.48811, 2.83740, -2.38830], [0.99701, 2.78303, -4.76860], [3.59703, -1.10572, 2.20481], [4.92332, -3.19692, 1.91789], [-1.03157, -4.54329, -6.77213], [-5.29564, 1.87650, 5.46229], [-0.52521, -3.81580, -8.30088], [0.06352, -2.75443, 1.91272], [-2.16203, -0.18196, -2.20213], [-0.25401, -2.58758, -3.16686], [1.83669, 2.30019, 0.61271]], "forces_ev_per_a": [[-0.53, -0.40, -0.32], [-0.44, -0.13, -0.56], [0.38, 0.30, 0.03], [0.08, -0.25, 0.08], [0.07, 0.00, 0.16], [0.34, 0.08, 0.36], [0.03, 0.04, 0.13], [-0.01, -0.17, 0.14], [-0.18, -0.03, -0.07], [0.22, 0.04, 0.15], [0.07, 0.10, -0.04], [0.03, 0.03, -0.03], [-0.02, 0.13, -0.18], [0.30, 0.12, 0.22], [0.08, 0.22, 0.11], [-0.05, -0.17, 0.05], [0.00, 0.00, -0.01], [-0.01, -0.01, 0.04], [0.01, -0.02, 0.00], [0.01, 0.03, 0.14], [-0.07, -0.02, -0.07], [-0.02, -0.01, 0.06], [-0.06, -0.01, 0.06], [-0.01, -0.05, 0.01], [-0.05, -0.06, -0.07], [0.00, 0.09, -0.01], [-0.14, 0.36, 0.11], [0.13, 0.09, 0.07], [0.00, -0.01, 0.02], [0.06, 0.12, -0.01], [-0.01, 0.01, 0.06], [-0.02, -0.12, -0.20], [0.00, -0.01, 0.00], [0.00, -0.04, -0.02], [-0.01, 0.02, 0.02], [0.07, 0.04, 0.11], [0.01, 0.02, 0.01], [-0.08, 0.02, -0.06], [0.19, -0.12, 0.09], [0.00, -0.04, -0.02], [-0.16, -0.18, -0.07], [0.09, -0.07, -0.01], [0.01, 0.00, 0.01], [-0.18, 0.09, -0.22], [0.00, 0.00, -0.02], [-0.02, -0.02, -0.02], [-0.07, -0.11, 0.01], [0.01, -0.02, 0.06], [-0.01, -0.01, -0.01], [-0.01, -0.01, -0.01], [-0.01, -0.01, -0.01], [0.00, 0.00, 0.00], [0.03, 0.02, -0.02], [0.05, -0.01, 0.01], [-0.02, 0.00, 0.01], [-0.08, -0.06, 0.03], [0.00, 0.00, 0.01], [-0.01, 0.00, -0.01], [0.01, 0.01, 0.01], [0.03, -0.03, -0.04], [0.01, 0.01, 0.01], [0.00, 0.01, -0.01], [0.02, 0.05, 0.02], [0.00, 0.01, 0.00], [0.01, 0.00, 0.00], [-0.01, 0.00, -0.02], [0.00, 0.00, 0.00], [0.08, 0.05, -0.18], [0.00, -0.01, -0.01], [-0.03, 0.03, -0.03], [-0.02, 0.03, -0.01], [0.00, -0.01, -0.01], [0.00, 0.00, 0.00], [0.00, 0.00, 0.00], [0.00, 0.00, 0.00], [0.01, 0.00, 0.00], [-0.03, 0.03, -0.03], [-0.05, 0.01, -0.03], [-0.01, 0.00, -0.01]]}

***

{"formula": "C2H4N4", "method": "the ωB97M-V functional and the def2-TZVPD basis", "homo_ev": [-9.2, -9.2], "e_above_lowest_kcal_mol": 147.9, "mol_weight_g_mol": 84.082, "e_tot_ev": -8092.8997, "total_charge": 0, "elements": ["N", "N", "N", "N", "C", "C", "H", "H", "H", "H"], "xyz": [[-1.18176, -0.92337, -0.68933], [-0.99042, -1.89676, 0.21414], [-0.24203, -0.04883, -0.41760], [0.01892, -1.69135, 1.00907], [0.62665, -0.54205, 0.54875], [-0.06145, 1.32471, -0.49073], [1.66215, -0.67109, 0.22058], [0.88463, 0.74940, 0.76552], [-0.47413, 1.85726, 0.35895], [-0.19433, 1.79389, -1.46223]], "forces_ev_per_a": [[0.18, 0.08, 0.08], [0.07, -0.01, 0.07], [0.06, -0.05, 0.16], [-0.07, 0.06, -0.12], [-0.14, -0.23, -0.16], [-0.16, 0.15, -0.16], [-0.08, 0.07, 0.06], [0.00, 0.05, 0.00], [0.13, -0.07, -0.07], [0.01, -0.05, 0.13]]}

***

{"formula": "C17H23N3O3S2", "method": "the ωB97M-V functional and the def2-TZVPD basis", "homo_ev": -8.6, "e_above_lowest_kcal_mol": 4.7, "mol_weight_g_mol": 381.523, "e_tot_ev": -50285.8554, "smiles": "CCCCCCCC(=O)Nc1ccc(S(=O)(=O)Nc2nccs2)cc1", "total_charge": 0, "elements": ["S", "S", "O", "O", "O", "N", "N", "N", "C", "C", "C", "C", "C", "C", "C", "C", "C", "C", "C", "C", "C", "C", "C", "C", "C", "H", "H", "H", "H", "H", "H", "H", "H", "H", "H", "H", "H", "H", "H", "H", "H", "H", "H", "H", "H", "H", "H", "H"], "xyz": [[4.03102, 0.91751, 0.99556], [3.30119, -1.02468, -1.43825], [-1.85921, 3.42211, -0.34044], [4.20620, -0.00251, -1.85931], [3.15125, -2.20432, -2.23107], [5.05834, -1.21291, 2.01533], [3.77725, -1.61196, 0.08576], [-2.04104, 1.16109, -0.10133], [-5.38513, 0.36611, 0.21506], [0.26819, 1.55836, -0.79880], [4.97569, 1.03999, 2.44376], [-6.23830, -0.53694, -0.67433], [5.42658, -0.17975, 2.81682], [0.69244, -1.19312, -0.69486], [-7.68921, -1.58812, 1.15037], [1.71050, -0.33069, -1.05636], [-0.54757, -0.67710, -0.38099], [1.50756, 1.03423, -1.11424], [-8.20500, -2.90347, 1.72142], [-4.89616, 1.59850, -0.54799], [-6.68935, -1.82263, 0.01967], [-0.77124, 0.70366, -0.42753], [-3.99118, 2.52045, 0.28915], [4.33559, -0.80547, 1.03131], [-2.52258, 2.44537, -0.08865], [0.88384, -2.25376, -0.67591], [-7.21869, -1.01412, 1.95054], [-4.36979, 1.28665, -1.45363], [-8.53014, -1.00388, 0.77014], [-7.11678, 0.01740, -1.01114], [0.09384, 2.62048, -0.83748], [-8.91159, -2.72008, 2.52730], [-1.35243, -1.34118, -0.09957], [-4.54229, -0.21688, 0.59920], [2.32568, 1.67138, -1.40875], [-5.81642, -2.34972, 0.41318], [-5.65813, -0.80305, -1.56191], [-4.28756, 3.56242, 0.16807], [6.03986, -0.39276, 3.67281], [-5.77262, 2.16193, -0.87145], [-5.97108, 0.69558, 1.07455], [-7.15478, -2.47197, -0.72548], [-2.70398, 0.43496, 0.13431], [5.13712, 1.98995, 2.90904], [4.06952, -2.57693, 0.11568], [-8.70709, -3.48405, 0.95062], [-4.08370, 2.27369, 1.34969], [-7.38278, -3.49748, 2.11479]], "forces_ev_per_a": [[0.50, -0.24, 0.70], [0.12, -0.54, 0.46], [0.20, 0.20, -0.09], [-0.30, 0.22, 0.15], [-0.22, -0.14, 0.17], [-0.11, -0.98, -0.39], [-0.38, -0.24, -1.15], [-0.18, -0.43, 0.10], [-0.21, 0.08, -0.50], [-0.10, 0.15, 0.00], [-0.13, -0.09, -0.11], [0.20, -0.23, 0.27], [-0.10, 0.61, 0.07], [-0.22, -0.03, 0.04], [0.14, -0.29, -0.08], [0.65, -0.09, -0.24], [0.14, 0.01, -0.03], [0.03, -0.12, -0.07], [0.00, 0.25, 0.01], [-0.04, -0.08, 0.28], [-0.20, 0.33, -0.04], [0.46, 0.02, -0.13], [-0.05, 0.20, -0.20], [0.00, 1.40, 0.31], [-0.47, 0.07, 0.23], [-0.09, -0.16, 0.05], [-0.04, 0.10, 0.01], [-0.06, 0.01, -0.06], [-0.01, 0.11, 0.01], [-0.03, 0.05, -0.09], [0.02, -0.01, -0.01], [-0.07, -0.08, 0.09], [-0.08, -0.08, 0.03], [0.04, -0.05, 0.12], [0.04, 0.15, -0.03], [0.05, -0.10, -0.02], [-0.02, 0.07, -0.07], [0.13, -0.06, 0.06], [0.11, 0.07, 0.17], [0.02, -0.01, -0.06], [0.08, 0.00, 0.12], [0.03, -0.10, 0.01], [0.08, 0.18, -0.03], [0.08, 0.21, 0.12], [-0.01, -0.14, -0.21], [-0.06, -0.10, -0.05], [-0.01, 0.02, 0.05], [0.05, -0.11, 0.05]]}